Here is 9 unconnected molecules or ions with the total composition C72H150F9N6O8S2 at a distorted geometry from the OMol25 dataset. Energies are from ωB97M-V with the def2-TZVPD basis set.

Kohn-Sham gap   7.87 eV
Energy above the lowest of the compared OMol25 structures with the same formula, charge and spin   0.0 kcal/mol
DFT total energy   -5457.9895 a.u.
Multiplicity   1
Charge   +3
Highest occupied orbital energy   -12.604 eV

Each line ends with the Löwdin charge.
Geometry (Å):
C -15.82 -3.01 16.93  -0.1042
C -16.08 -1.54 16.88  -0.2527
C -17.34 -1.16 17.66  -0.2051
C -17.09 -1.07 19.13  -0.0999
N -18.37 -0.56 19.92  -0.1468
C -18.79 0.92 19.50  -0.0404
C -19.49 1.50 20.78  -0.1269
C -18.82 0.74 21.92  -0.1790
C -17.96 -0.34 21.38  -0.1237
C -19.51 -1.59 19.85  -0.0819
C -18.95 -3.02 20.01  -0.2147
C -20.07 -4.02 20.21  -0.0879
H -16.69 -3.62 16.70  0.0781
H -15.53 -3.27 17.95  0.0776
H -15.05 -3.42 16.27  0.0845
H -16.19 -1.19 15.86  0.1135
H -15.20 -1.00 17.22  0.1169
H -18.16 -1.82 17.37  0.1117
H -17.61 -0.16 17.31  0.1098
H -16.24 -0.40 19.32  0.1388
H -16.78 -2.01 19.57  0.1204
H -19.43 0.82 18.62  0.1174
H -17.89 1.50 19.31  0.1300
H -20.55 1.27 20.63  0.0857
H -19.41 2.59 20.86  0.1152
H -19.66 0.22 22.38  0.0798
H -18.39 1.43 22.64  0.1206
H -17.98 -1.19 22.06  0.1107
H -16.95 0.04 21.27  0.1209
H -19.72 -1.61 18.78  0.1153
H -20.30 -1.23 20.51  0.1186
H -18.28 -3.11 20.86  0.1060
H -18.46 -3.25 19.07  0.1033
H -19.57 -4.98 20.32  0.0862
H -20.65 -4.20 19.30  0.0822
H -20.60 -3.83 21.14  0.0614
C -16.81 -4.95 27.55  -0.0902
C -17.19 -4.39 28.89  -0.2373
C -15.99 -3.90 29.83  -0.1211
C -14.94 -4.89 30.42  -0.1163
N -14.26 -4.37 31.72  -0.1768
C -13.30 -5.51 32.18  -0.0914
C -13.09 -5.28 33.65  -0.1831
C -14.41 -4.95 34.15  -0.1545
C -15.22 -4.51 32.92  -0.0809
C -13.60 -2.95 31.50  -0.0603
C -12.41 -2.83 30.51  -0.2064
C -11.65 -1.51 30.38  -0.0899
H -16.19 -4.21 27.04  0.0723
H -17.63 -5.25 26.90  0.0737
H -16.14 -5.77 27.83  0.0790
H -17.83 -5.05 29.47  0.1007
H -17.92 -3.59 28.80  0.0764
H -16.47 -3.43 30.68  0.1075
H -15.30 -3.26 29.28  0.1032
H -14.12 -5.16 29.76  0.1249
H -15.31 -5.90 30.61  0.1246
H -12.47 -5.56 31.48  0.1322
H -13.88 -6.43 32.09  0.1371
H -12.31 -4.54 33.85  0.1282
H -12.74 -6.22 34.07  0.1365
H -14.31 -4.09 34.81  0.1264
H -14.98 -5.69 34.71  0.1342
H -15.65 -3.51 32.94  0.1269
H -16.06 -5.17 32.69  0.1387
H -13.31 -2.62 32.49  0.1328
H -14.49 -2.36 31.26  0.1187
H -12.66 -3.12 29.49  0.1072
H -11.67 -3.57 30.83  0.1043
H -11.12 -1.52 29.43  0.0788
H -10.89 -1.20 31.09  0.0800
H -12.33 -0.66 30.28  0.0689
C -14.18 -0.45 26.79  -0.0897
C -13.99 0.63 25.71  -0.2390
C -14.35 2.01 26.16  -0.1862
C -14.19 2.94 24.93  -0.1180
N -14.44 4.42 25.12  -0.1891
C -14.12 5.10 23.79  -0.1066
C -12.60 5.24 23.63  -0.1209
C -12.13 5.29 25.12  -0.1267
C -13.39 5.12 25.99  -0.0845
C -15.88 4.72 25.64  -0.0919
C -17.02 4.20 24.71  -0.1977
C -18.38 4.13 25.48  -0.0714
H -14.00 -1.46 26.42  0.0631
H -15.23 -0.48 27.11  0.0680
H -13.61 -0.26 27.70  0.0629
H -14.55 0.37 24.81  0.1131
H -12.91 0.72 25.60  0.1201
H -13.72 2.27 27.02  0.1202
H -15.39 2.14 26.47  0.1114
H -14.83 2.56 24.14  0.1227
H -13.18 2.77 24.55  0.1353
H -14.61 6.07 23.84  0.1358
H -14.58 4.59 22.94  0.1328
H -12.26 6.15 23.15  0.1220
H -12.19 4.39 23.07  0.1142
H -11.62 6.23 25.31  0.1218
H -11.42 4.48 25.31  0.1155
H -13.76 6.09 26.33  0.1334
H -13.25 4.59 26.93  0.1302
H -15.94 5.80 25.76  0.1324
H -15.92 4.31 26.65  0.1285
H -16.80 3.23 24.27  0.0910
H -16.97 4.93 23.90  0.1041
H -19.24 4.01 24.82  0.0722
H -18.55 4.97 26.15  0.0766
H -18.36 3.33 26.22  0.0694
C -24.42 -4.53 19.71  -0.0695
C -23.60 -3.25 19.35  -0.2326
C -24.48 -2.04 19.13  -0.2194
C -23.83 -1.07 18.21  -0.0638
N -24.82 0.08 17.67  -0.1564
C -24.18 0.91 16.59  -0.1091
C -23.64 2.22 17.15  -0.1437
C -23.89 2.07 18.60  -0.1901
C -25.11 1.19 18.74  -0.0637
C -26.21 -0.52 17.18  -0.0915
C -26.03 -1.61 16.07  -0.2081
C -27.46 -1.99 15.65  -0.0894
H -24.92 -4.48 20.68  0.0641
H -23.85 -5.45 19.84  0.0708
H -25.21 -4.66 18.98  0.0742
H -23.14 -3.51 18.40  0.1050
H -22.84 -2.94 20.06  0.0930
H -24.81 -1.67 20.09  0.1075
H -25.36 -2.43 18.62  0.1008
H -23.45 -1.57 17.32  0.1276
H -23.04 -0.46 18.65  0.1229
H -25.03 1.17 15.96  0.1300
H -23.51 0.25 16.04  0.1349
H -24.20 3.04 16.70  0.1291
H -22.60 2.31 16.84  0.1243
H -23.99 3.07 19.02  0.1327
H -23.09 1.49 19.07  0.0889
H -26.02 1.74 18.50  0.1410
H -25.17 0.79 19.75  0.1262
H -26.78 0.37 16.91  0.1261
H -26.80 -0.95 18.00  0.1248
H -25.45 -2.49 16.35  0.1064
H -25.52 -1.15 15.22  0.1062
H -27.96 -1.16 15.14  0.0855
H -28.02 -2.41 16.49  0.0847
H -27.46 -2.74 14.85  0.0833
C -22.88 -1.03 32.33  -0.0857
C -24.40 -0.98 32.08  -0.2391
C -24.94 0.15 31.20  -0.1437
C -24.69 -0.14 29.63  -0.0682
N -24.83 1.08 28.69  -0.1602
C -24.54 0.60 27.21  -0.0625
C -23.97 1.82 26.46  -0.1593
C -23.21 2.67 27.46  -0.1222
C -23.58 2.00 28.81  -0.0972
C -26.19 1.84 28.76  -0.0745
C -27.39 0.97 28.47  -0.2473
C -28.45 1.53 27.52  -0.0802
H -22.51 -1.41 31.38  0.0395
H -22.40 -1.73 33.02  0.0807
H -22.40 -0.08 32.55  0.0723
H -24.83 -0.73 33.05  0.1053
H -24.79 -1.95 31.76  0.1130
H -24.41 1.07 31.41  0.1099
H -26.02 0.25 31.29  0.1072
H -25.51 -0.78 29.31  0.1185
H -23.73 -0.57 29.37  0.1009
H -25.47 0.25 26.76  0.1203
H -23.81 -0.21 27.22  0.1149
H -24.78 2.21 25.85  0.1105
H -23.19 1.56 25.75  0.1001
H -23.54 3.71 27.41  0.1184
H -22.15 2.54 27.23  0.1039
H -23.61 2.73 29.63  0.1315
H -22.73 1.41 29.15  0.0836
H -26.16 2.62 27.99  0.1318
H -26.09 2.29 29.75  0.1330
H -27.91 0.67 29.38  0.1139
H -27.15 -0.02 28.09  0.1002
H -29.39 0.98 27.41  0.0855
H -27.96 1.61 26.55  0.0717
H -28.73 2.52 27.88  0.0812
C -22.24 -5.44 22.59  -0.0957
C -22.10 -5.55 24.12  -0.2219
C -21.11 -4.75 24.95  -0.1708
C -21.53 -3.29 25.10  -0.0847
N -20.49 -2.32 25.84  -0.1017
C -20.97 -0.85 25.96  -0.0954
C -19.94 0.03 25.33  -0.1447
C -18.61 -0.77 25.32  -0.1375
C -19.11 -2.20 25.06  -0.0602
C -20.23 -2.94 27.26  -0.1133
C -21.48 -3.20 28.09  -0.2355
C -21.07 -3.70 29.45  -0.0773
H -23.02 -6.14 22.30  0.0764
H -21.45 -5.64 21.87  0.0579
H -22.63 -4.45 22.33  0.0406
H -21.88 -6.60 24.29  0.1091
H -23.09 -5.47 24.57  0.1150
H -20.09 -4.84 24.57  0.1144
H -21.02 -5.11 25.97  0.0988
H -22.46 -3.09 25.63  0.1127
H -21.68 -2.82 24.13  0.0968
H -20.88 -0.62 27.02  0.0898
H -21.99 -0.83 25.56  0.1143
H -19.93 0.96 25.91  0.1066
H -20.22 0.25 24.30  0.0797
H -18.02 -0.78 26.24  0.1009
H -17.96 -0.50 24.49  0.0915
H -18.42 -2.91 25.53  0.1080
H -19.21 -2.19 23.98  0.1250
H -19.42 -2.41 27.76  0.1152
H -19.79 -3.94 27.15  0.1001
H -22.12 -3.99 27.70  0.1075
H -22.10 -2.30 28.14  0.0884
H -20.28 -4.45 29.38  0.0721
H -21.96 -4.11 29.93  0.0836
H -20.79 -2.89 30.13  0.0585
C -23.38 -0.68 22.54  -0.4047
O -23.59 0.69 23.01  -0.1379
O -21.99 -0.97 22.51  -0.2355
C -24.45 -1.63 23.20  -0.4635
F -24.41 -1.67 24.59  0.0915
F -25.68 -1.19 22.83  0.1146
F -24.39 -2.92 22.74  0.1006
C -23.12 1.79 22.22  -0.2460
C -24.15 2.93 22.32  -0.0650
H -25.15 2.55 22.06  0.0699
H -24.37 3.25 23.34  0.0621
H -23.93 3.80 21.72  0.0709
H -22.99 1.42 21.20  0.0794
H -22.20 2.18 22.66  0.1072
H -23.73 -0.66 21.51  0.0945
C -20.06 1.96 30.32  -0.5896
F -20.69 2.73 29.40  0.0951
F -18.83 2.41 30.62  0.1295
F -20.84 2.01 31.42  0.1175
S -19.88 0.11 29.75  0.4808
O -19.42 -0.73 30.84  -0.3157
O -21.19 -0.36 29.34  -0.3648
O -18.90 0.07 28.64  -0.3515
C -16.13 -4.42 23.24  -0.6898
F -17.43 -4.37 23.22  0.1330
F -15.67 -5.34 24.07  0.1432
F -15.78 -4.89 22.03  0.1126
S -15.34 -2.70 23.60  0.4687
O -15.70 -1.89 22.47  -0.3395
O -15.91 -2.27 24.87  -0.3410
O -13.89 -2.97 23.69  -0.3322

Here is 8 unconnected molecules or ions with the total composition C72H152N8O8 at a distorted geometry from the OMol25 dataset. Energies are from ωB97M-V with the def2-TZVPD basis set.

Kohn-Sham gap   8.87 eV
Energy above the lowest of the compared OMol25 structures with the same formula, charge and spin   102.7 kcal/mol
DFT total energy   -3874.0354 a.u.
Multiplicity   1
Charge   0
Highest occupied orbital energy   -8.534 eV

Each line ends with the Löwdin charge.
Geometry (Å):
C -0.22 -5.08 -6.70  -0.0347
C 0.90 -4.10 -6.27  -0.4727
C 0.86 -2.82 -7.08  -0.0346
C 0.71 -3.82 -4.78  -0.1367
C 0.94 -5.12 -3.92  -0.1588
C 2.42 -5.59 -4.14  -0.0967
C 2.61 -5.97 -5.66  -0.5050
C 4.08 -6.22 -5.97  -0.0359
C 1.79 -7.15 -6.00  -0.0479
N 2.29 -4.75 -6.50  -0.0977
O 2.31 -5.18 -7.79  -0.0581
H -0.59 -5.74 -5.93  0.0644
H -1.09 -4.57 -7.10  0.0855
H 0.10 -5.74 -7.50  0.0700
H -0.06 -2.23 -7.02  0.0834
H 1.70 -2.20 -6.75  0.0841
H 1.07 -3.08 -8.12  0.0801
H 1.45 -3.08 -4.46  0.0999
H -0.31 -3.47 -4.61  0.1143
H 0.96 -4.82 -2.87  0.0907
H 0.12 -5.81 -4.11  0.0875
H 2.59 -6.50 -3.56  0.1141
H 2.97 -4.78 -3.72  0.1035
H 4.62 -6.77 -5.21  0.0829
H 4.55 -5.26 -6.15  0.0851
H 4.08 -6.71 -6.94  0.0759
H 0.82 -7.24 -5.52  0.0714
H 2.35 -8.05 -5.75  0.0955
H 1.59 -7.12 -7.07  0.0858
H 2.90 -4.58 -8.22  0.1111
C 4.77 2.76 -1.44  -0.0221
C 4.49 3.96 -2.41  -0.4614
C 5.33 3.75 -3.70  -0.0271
C 2.99 4.16 -2.71  -0.1366
C 2.74 5.40 -3.57  -0.1796
C 3.12 6.62 -2.70  -0.1288
C 4.63 6.51 -2.33  -0.4595
C 5.43 6.84 -3.62  -0.0510
C 5.11 7.59 -1.32  -0.0343
N 4.94 5.18 -1.66  -0.0705
O 6.37 5.17 -1.57  -0.0506
H 4.90 1.76 -1.88  0.0722
H 5.71 2.90 -0.91  0.0718
H 3.88 2.57 -0.81  0.0490
H 4.70 3.93 -4.57  0.0697
H 6.24 4.34 -3.75  0.0768
H 5.51 2.70 -3.92  0.0747
H 2.67 3.24 -3.20  0.1196
H 2.41 4.26 -1.77  0.1210
H 3.22 5.46 -4.54  0.0968
H 1.66 5.44 -3.71  0.1092
H 2.45 6.71 -1.82  0.1171
H 2.99 7.50 -3.32  0.1134
H 5.27 7.85 -4.00  0.0905
H 5.26 6.21 -4.50  0.0663
H 6.45 6.85 -3.30  0.0648
H 5.12 7.11 -0.34  0.0592
H 4.41 8.45 -1.29  0.0904
H 6.07 8.09 -1.48  0.0810
H 6.51 5.34 -0.64  0.0958
C 2.07 -0.51 0.00  -0.0265
C 0.88 0.29 -0.54  -0.5052
C 0.97 1.71 0.02  -0.0236
C 0.88 0.28 -1.97  -0.1683
C 0.58 -1.08 -2.58  -0.1789
C -0.74 -1.61 -2.10  -0.1201
C -0.90 -1.64 -0.54  -0.4608
C -2.35 -1.72 -0.06  -0.0404
C -0.08 -2.80 0.04  -0.0356
N -0.46 -0.29 -0.01  -0.0742
O -0.37 -0.23 1.38  -0.0512
H 2.26 -0.50 1.07  0.0891
H 1.94 -1.52 -0.34  0.0329
H 3.00 -0.27 -0.48  0.0812
H 1.89 2.13 -0.42  0.0586
H 0.10 2.25 -0.37  0.0929
H 0.99 1.90 1.08  0.0722
H 0.15 1.02 -2.39  0.1394
H 1.83 0.67 -2.38  0.1277
H 0.65 -0.90 -3.67  0.1204
H 1.36 -1.83 -2.37  0.1108
H -0.95 -2.62 -2.46  0.1098
H -1.60 -1.07 -2.52  0.1098
H -2.86 -2.62 -0.38  0.0833
H -2.82 -0.89 -0.60  0.0793
H -2.46 -1.54 1.01  0.0813
H -0.05 -2.95 1.13  0.0925
H 0.94 -2.83 -0.28  0.0358
H -0.48 -3.76 -0.30  0.0889
H 0.19 -0.97 1.71  0.0918
C -3.07 0.62 -5.65  -0.0461
C -3.89 1.90 -5.32  -0.4275
C -3.09 3.12 -5.68  -0.0542
C -5.40 1.87 -5.98  -0.0899
C -6.31 2.91 -5.34  -0.2078
C -6.37 2.79 -3.83  -0.1638
C -5.06 2.79 -3.13  -0.5211
C -4.42 4.19 -3.15  -0.0392
C -5.18 2.27 -1.64  -0.0218
N -4.13 1.81 -3.76  -0.0586
O -2.83 2.01 -3.13  -0.0820
H -3.65 -0.32 -5.56  0.0828
H -2.82 0.77 -6.72  0.0792
H -2.22 0.52 -4.99  0.0630
H -3.82 3.86 -6.00  0.0744
H -2.34 3.44 -4.97  0.0833
H -2.47 2.87 -6.55  0.0790
H -5.32 2.21 -7.02  0.1134
H -5.86 0.88 -5.83  0.1137
H -6.08 3.93 -5.66  0.1054
H -7.33 2.72 -5.68  0.1117
H -6.81 1.81 -3.61  0.1307
H -6.98 3.60 -3.44  0.1238
H -5.02 4.84 -2.50  0.0842
H -4.51 4.63 -4.13  0.0618
H -3.41 4.29 -2.73  0.0857
H -4.47 2.70 -0.94  0.0727
H -4.99 1.19 -1.57  0.0648
H -6.21 2.53 -1.27  0.0896
H -2.69 1.31 -2.48  0.0813
C -2.78 -3.16 8.36  -0.0505
C -3.86 -2.48 7.55  -0.5162
C -5.08 -3.30 7.46  -0.0512
C -4.08 -1.10 8.26  -0.1254
C -3.00 -0.02 8.07  -0.1998
C -2.69 0.15 6.61  -0.1317
C -2.31 -1.18 5.87  -0.4823
C -2.30 -0.97 4.37  -0.0481
C -0.95 -1.70 6.36  -0.0338
N -3.40 -2.23 6.09  -0.0460
O -2.93 -3.51 5.61  -0.0535
H -3.21 -3.75 9.16  0.0870
H -2.10 -3.77 7.77  0.0826
H -2.13 -2.40 8.83  0.0685
H -4.75 -4.29 7.15  0.0817
H -5.57 -3.45 8.42  0.0922
H -5.75 -2.85 6.73  0.0922
H -5.00 -0.63 7.90  0.1164
H -4.29 -1.36 9.30  0.1181
H -3.23 0.94 8.56  0.1149
H -2.11 -0.22 8.66  0.0968
H -1.94 0.90 6.38  0.1151
H -3.61 0.58 6.17  0.1213
H -2.00 -1.90 3.88  0.0753
H -1.62 -0.17 4.11  0.0817
H -3.32 -0.81 4.03  0.0839
H -0.13 -0.98 6.22  0.0907
H -0.70 -2.56 5.75  0.0806
H -0.89 -1.96 7.41  0.0538
H -3.55 -3.75 4.92  0.0878
C 5.37 5.32 5.25  -0.0564
C 4.66 5.31 3.95  -0.4752
C 5.54 5.93 2.87  -0.0437
C 4.35 3.79 3.53  -0.1100
C 3.52 3.72 2.27  -0.2179
C 2.26 4.49 2.49  -0.1442
C 2.47 5.96 2.84  -0.4783
C 2.95 6.72 1.63  -0.0550
C 1.18 6.69 3.32  -0.0361
N 3.40 6.16 4.03  -0.0546
O 3.84 7.51 4.07  -0.0751
H 4.82 4.76 6.00  0.0847
H 6.31 4.77 5.24  0.0880
H 5.59 6.34 5.55  0.0816
H 5.19 5.60 1.89  0.0507
H 5.50 7.01 2.95  0.0807
H 6.58 5.67 2.83  0.0855
H 5.22 3.12 3.46  0.1247
H 3.81 3.29 4.35  0.1164
H 4.10 4.07 1.41  0.0891
H 3.25 2.69 2.03  0.1056
H 1.66 3.94 3.23  0.1352
H 1.67 4.57 1.57  0.1212
H 3.41 5.99 0.99  0.0482
H 3.59 7.57 1.82  0.0770
H 2.12 7.12 1.03  0.0933
H 0.35 6.48 2.66  0.0797
H 1.43 7.72 3.50  0.0677
H 0.85 6.36 4.32  0.0823
H 3.46 7.91 4.87  0.1167
C 6.88 -3.65 4.37  -0.0269
C 5.93 -3.26 3.19  -0.4822
C 4.51 -2.95 3.77  -0.0201
C 6.38 -2.03 2.43  -0.1592
C 5.67 -1.92 1.13  -0.2046
C 5.84 -3.14 0.25  -0.1275
C 5.31 -4.40 0.95  -0.5222
C 3.79 -4.27 1.00  -0.0296
C 5.77 -5.62 0.21  -0.0376
N 5.91 -4.46 2.31  -0.0510
O 5.20 -5.52 3.01  -0.0620
H 6.83 -2.97 5.22  0.0785
H 6.57 -4.61 4.76  0.0702
H 7.91 -3.59 4.01  0.0801
H 4.47 -2.80 4.85  0.0807
H 4.12 -2.09 3.21  0.0691
H 3.76 -3.73 3.66  0.0642
H 6.25 -1.21 3.17  0.1341
H 7.46 -2.01 2.23  0.1241
H 4.61 -1.80 1.34  0.0719
H 6.08 -1.01 0.65  0.1242
H 6.91 -3.17 0.05  0.1190
H 5.42 -3.03 -0.76  0.1262
H 3.34 -3.30 1.10  0.0609
H 3.38 -4.91 1.78  0.0788
H 3.39 -4.81 0.13  0.0832
H 5.44 -5.70 -0.84  0.0923
H 5.40 -6.49 0.75  0.0781
H 6.85 -5.67 0.30  0.0872
H 5.86 -6.19 3.24  0.1043
C -8.30 -0.10 2.12  -0.0216
C -8.28 -0.83 0.71  -0.5030
C -9.34 -0.17 -0.15  -0.0407
C -6.85 -0.80 0.17  -0.1376
C -5.85 -1.69 0.86  -0.1795
C -6.33 -3.15 0.87  -0.1331
C -7.72 -3.26 1.49  -0.4877
C -8.34 -4.62 1.29  -0.0488
C -7.66 -2.95 2.97  -0.0453
N -8.70 -2.24 0.81  -0.0620
O -9.91 -2.30 1.60  -0.0706
H -7.47 -0.35 2.77  0.0534
H -8.36 0.94 1.84  0.0754
H -9.18 -0.26 2.75  0.0825
H -10.28 -0.17 0.41  0.0845
H -9.19 0.90 -0.28  0.0739
H -9.45 -0.66 -1.12  0.0855
H -6.89 -1.22 -0.85  0.1273
H -6.49 0.22 0.04  0.1083
H -4.91 -1.65 0.29  0.0802
H -5.68 -1.33 1.89  0.1036
H -5.62 -3.86 1.35  0.1291
H -6.29 -3.51 -0.16  0.1174
H -7.66 -5.43 1.54  0.0881
H -8.64 -4.77 0.24  0.0897
H -9.28 -4.68 1.82  0.0773
H -8.67 -2.76 3.35  0.0911
H -6.96 -2.18 3.28  0.0588
H -7.20 -3.81 3.46  0.0881
H -10.46 -2.84 1.03  0.1023